1.
A molecular structure, C2N2S3 in a non-equilibrium geometry, computed with the ωB97M-V functional and the def2-TZVPD basis.

Each line ends with the Löwdin charge.
Cartesian coordinates (Å):
C  -1.67784  -0.08193  0.52020  -0.913
C  1.20129  1.09810  -0.40718  -0.592
N  -1.02978  0.67461  1.09447  0.043
N  1.39255  2.10350  -0.91878  0.118
S  -2.03598  -1.33560  -0.43132  0.656
S  1.44876  -0.43329  0.45300  0.450
S  0.70100  -2.02539  -0.31039  0.238

Values from the calculation:
Net charge ... 0
LUMO level (alpha / beta) ... -3.26 / -3.17 eV
E_HOMO (alpha / beta) ... -9.83 / -9.95 eV

2.
C5H8N2 in the gas phase in a non-equilibrium geometry, computed with the ωB97M-V functional and the def2-TZVPD basis.

Each line ends with the Löwdin charge.
Cartesian coordinates (Å):
C  -0.56402  -2.64303  -1.14051  -0.158
N  -0.35301  -1.38194  -0.47907  -0.047
C  0.27464  -0.46726  -1.11043  -0.229
C  0.51042  0.82808  -0.50566  -0.087
C  -0.01280  0.90224  0.72910  -0.342
C  0.17073  2.26473  1.84179  -0.018
N  -0.55638  0.72519  1.81604  0.175
H  -0.15133  -2.67870  -2.16370  0.067
H  -1.63969  -2.85267  -1.19057  0.071
H  -0.10620  -3.44664  -0.55057  0.071
H  0.65565  -0.60704  -2.13248  0.113
H  1.03292  1.65005  -0.97373  0.093
H  -0.14370  3.00825  1.09873  0.101
H  1.25070  2.25088  1.99940  0.097
H  -0.36791  2.44785  2.76166  0.092

Values from the calculation:
Net charge ... 0
LUMO level ... 0.86 eV
E_HOMO ... -7.78 eV

3.
A molecular structure, C14H26AlBBrF8IN4NaO5S in a non-equilibrium geometry, computed with the ωB97M-V functional and the def2-TZVPD basis.

Each line ends with the Löwdin charge.
Cartesian coordinates (Å):
C  3.44118  -1.56580  0.73981  -0.102
O  2.32425  -2.51427  0.87833  -0.099
C  1.79704  -2.85354  -0.39485  -0.347
O  2.49558  -3.52081  -1.20481  0.081
C  0.32984  -2.44133  -0.87845  0.098
C  0.17814  -1.28993  -1.91496  -0.080
C  1.47526  -0.56721  -2.48097  -0.077
C  -1.21469  -0.81119  -2.40507  -0.448
S  -1.45125  0.60130  -3.60803  0.750
N  -2.40182  -1.48350  -1.86873  -0.364
Br  -4.06324  -0.81160  -2.49216  0.793
C  -2.33339  -2.57523  -0.88661  -0.089
C  -3.68155  -3.22174  -0.31437  -0.168
C  -4.03623  -2.42160  1.07213  -0.293
C  -5.17021  -1.27838  0.91694  -0.536
I  -4.16766  0.69515  1.03092  0.975
C  -0.97162  -3.09952  -0.34618  -0.136
N  -0.82172  -4.15919  0.66111  0.063
H  3.06915  -0.51728  1.13866  0.086
H  4.33807  -1.90845  1.36625  0.090
H  3.77584  -1.46121  -0.35338  0.099
H  1.25650  0.27055  -3.23037  0.055
H  2.14682  -0.10588  -1.66838  0.075
H  2.09721  -1.35687  -3.04425  0.105
H  -2.11461  0.09707  -4.71902  -0.103
H  -4.54620  -3.24358  -1.05949  0.106
H  -3.50408  -4.32036  -0.00291  0.099
H  -3.05841  -1.92184  1.42109  -0.017
H  -4.35460  -3.18821  1.85904  0.115
H  -5.79219  -1.36413  -0.03272  0.047
H  -5.84373  -1.32330  1.85471  0.057
H  -1.07871  -5.08648  0.27781  0.088
H  -1.40598  -3.92445  1.47861  0.052
F  -1.91550  1.26723  -0.97723  -0.545
F  -1.90120  2.88598  0.25189  -0.401
Al  -4.61261  1.55679  -1.77534  0.487
F  -2.48355  -5.11387  -1.18022  -0.597
C  -0.48379  4.64861  2.90133  -0.714
O  -1.46813  5.26345  2.52781  0.025
N  0.63524  4.53017  2.14881  0.163
N  -0.42756  4.02700  4.11091  0.130
H  1.45443  4.02778  2.43847  0.094
H  0.62969  4.97609  1.24551  0.114
H  -1.24293  4.09346  4.69715  0.093
H  0.37008  3.51543  4.44145  0.081
F  3.45471  0.56214  0.19749  -0.441
Na  -1.86576  -1.68707  2.82004  0.730
B  -5.82223  5.51229  -3.01259  -1.143
F  -4.68249  6.36492  -3.16407  0.051
F  -7.01789  6.26287  -3.25964  0.043
F  -5.73604  4.42413  -3.95337  0.012
F  -5.85376  4.98710  -1.67235  0.017
C  8.49656  0.06683  1.58566  -0.100
C  7.33447  -0.90098  1.69482  -0.329
O  6.29712  -0.52582  0.80011  -0.093
H  8.16998  1.08490  1.81256  0.077
H  9.30015  -0.20784  2.27421  0.068
H  8.89526  0.07922  0.56702  0.070
H  6.92539  -0.89426  2.70764  0.112
H  7.65262  -1.92195  1.45719  0.106
H  6.66281  -0.54245  -0.09412  0.092
O  1.66923  2.21583  -1.44408  -0.110
H  0.85272  2.11479  -1.93676  -0.067

Values from the calculation:
Net charge ... -1
LUMO level ... -2.05 eV
E_HOMO ... -5.14 eV

4.
A molecular structure, C3H8N4 in a non-equilibrium geometry, computed with the ωB97M-V functional and the def2-TZVPD basis.

Each line ends with the Löwdin charge.
Cartesian coordinates (Å):
N  0.35555  1.01509  -1.54938  0.108
C  0.40879  1.02060  -0.23950  -0.642
N  1.46459  -1.02171  0.13240  0.011
N  0.10861  2.20893  0.42231  0.112
C  -1.01999  -0.26740  0.25924  -0.091
C  -1.44843  -1.50739  0.04067  -0.009
N  0.63769  -0.06065  0.63486  -0.069
H  0.57430  0.11214  -1.96475  0.024
H  1.24302  -1.48141  -0.74809  0.082
H  1.82373  -1.62656  0.85624  0.092
H  0.35253  3.01848  -0.13271  0.095
H  0.38986  2.22309  1.39430  0.092
H  -1.68236  0.50287  0.62418  0.099
H  -0.77518  -2.34227  -0.10226  0.041
H  -2.43272  -1.79380  0.37252  0.053

Values from the calculation:
Net charge ... 0
LUMO level ... 1.01 eV
E_HOMO ... -8.63 eV

Number 1: calculated total energy -1380.1863 Ha. Number 2: calculated total energy -304.6775 Ha. Number 3: calculated total energy -5642.2613 Ha. Number 4: calculated total energy -337.9999 Ha.